Density functional theory data (ωB97M-V with the def2-TZVPD basis set) for a single C4H4O molecule.

Gap between HOMO and LUMO, Eh: 0.397
E_LUMO, eV: 0.96
SMILES string: C#CCC=O
Net charge: 0
Energy above the lowest of the compared OMol25 structures with the same formula, charge and spin, eV: 2.468
HOMO, eV: -9.850

Each line ends with the Mulliken charge.
Atoms and positions in Å:
1 C -0.568 -1.503 0.637  -0.063
2 C -1.061 -0.587 0.009  -0.524
3 C -0.525 0.728 -0.349  -0.370
4 C 1.007 0.561 -0.301  0.087
5 O 1.531 -0.373 0.252  -0.429
6 H -0.175 -2.312 1.202  0.392
7 H -0.876 1.259 -1.241  0.360
8 H -0.805 1.336 0.519  0.209
9 H 1.643 1.331 -0.771  0.338